[1]
The following is a DFT calculation (ωB97M-V/def2-TZVPD) of an isolated ion of composition C3H9N2S and charge +1 in a non-equilibrium geometry.

```
! wB97M-V def2-TZVPD RIJCOSX def2/J DEFGRID3
* xyz 1 1
C 1.038 0.143 0.731
C 0.629 1.568 0.463
C -1.235 -0.221 -0.301
N -1.985 -0.675 0.744
N 0.273 -0.718 -0.249
S -0.938 1.605 -0.669
H 2.178 0.149 0.655
H 0.882 -0.141 1.774
H 0.327 2.042 1.342
H 1.391 2.130 0.046
H -1.791 -0.804 -1.306
H -1.897 -0.172 1.596
H -2.616 -1.443 0.674
H 0.677 -0.579 -1.135
H 0.312 -1.734 0.064
*
```

Results
HOMO in Eh: -0.49946
Gap between HOMO and LUMO in eV: 10.2802
Calculated total energy in eV: -17064.6639
E_LUMO in eV: -3.31
Relative energy (zero: lowest compared OMol25 entry of this formula, charge and spin) in eV: 1.5027

Atomic partial charges in e from the Löwdin method, atoms 1 to 4:
1 C -0.1780
2 C -0.3596
3 C -0.6114
4 N 0.0535



[2]
The following is a DFT calculation (ωB97M-V/def2-TZVPD) of C13H10F5IrNS as an isolated structure in a non-equilibrium geometry.

```
! wB97M-V def2-TZVPD RIJCOSX def2/J DEFGRID3
* xyz -1 5
C -0.351 0.773 -3.160
C 1.042 0.992 -2.929
C 1.210 1.742 -1.730
C -0.090 1.977 -1.176
C -1.073 1.393 -2.068
Ir -0.198 -0.443 -0.971
N -1.652 0.348 0.048
C 0.260 -2.097 -1.795
C 1.614 -1.825 -2.208
H 2.147 2.073 -1.293
H 1.851 0.639 -3.562
H -0.316 2.538 -0.280
H -2.148 1.548 -2.031
H -0.818 0.310 -4.027
H 1.893 -1.717 -3.261
H 0.107 -2.669 -0.831
H -2.112 -0.569 -0.316
H 2.412 -2.065 -1.518
H -0.588 -2.205 -2.533
F -1.958 -0.057 5.161
C -1.125 -0.057 4.101
C -0.702 1.158 3.551
F -1.119 2.329 4.083
C 0.135 1.154 2.446
F 0.513 2.332 1.881
C 0.584 -0.061 1.898
S 1.560 -0.113 0.469
C 0.171 -1.269 2.480
F 0.595 -2.444 1.950
C -0.696 -1.272 3.560
F -1.144 -2.442 4.063
*
```

Results
Expectation value of S²: 6.033
HOMO (spin up / spin down) in Eh: -0.07061 / -0.12748
Gap between HOMO and LUMO (spin up / spin down) in eV: 4.8198 / 6.3243
Calculated total energy in eV: -42387.1288
E_LUMO (spin up / spin down) in eV: 2.90 / 2.86

Atomic partial charges in e from the Löwdin method, atoms 1 to 4:
1 C -0.1980
2 C -0.2124
3 C -0.2294
4 C -0.2471



[3]
The following is a DFT calculation (ωB97M-V/def2-TZVPD) of one molecule with the formula CH2Cl3N3 in a non-equilibrium geometry.

```
! wB97M-V def2-TZVPD RIJCOSX def2/J DEFGRID3
* xyz 0 1
C 0.152 0.020 -0.318
N -0.097 0.574 -1.406
N 0.572 -1.244 -0.428
N 0.256 0.443 1.083
Cl -1.115 1.953 -1.661
Cl -1.007 -0.429 2.063
Cl 0.114 2.092 1.214
H 0.213 -1.851 -1.027
H 0.913 -1.559 0.481
*
```

Results
HOMO in Eh: -0.35205
Gap between HOMO and LUMO in eV: 8.8461
Calculated total energy in eV: -43103.1186
E_LUMO in eV: -0.73
Relative energy (zero: lowest compared OMol25 entry of this formula, charge and spin) in eV: 0.4875

Atomic partial charges in e from the Löwdin method, atoms 1 to 4:
1 C -0.7539
2 N -0.3482
3 N 0.1413
4 N -0.8488



[4]
The following is a DFT calculation (ωB97M-V/def2-TZVPD) of C33H32ClCsN8O4S2 as an isolated structure in a non-equilibrium geometry.

```
! wB97M-V def2-TZVPD RIJCOSX def2/J DEFGRID3
* xyz 0 1
Cs 2.707 -0.664 -1.301
C 3.496 -1.082 2.611
C 2.405 -1.997 2.133
C 2.677 -3.062 1.281
C 1.670 -3.898 0.815
C 1.982 -5.029 -0.120
C 0.367 -3.668 1.240
C 0.065 -2.628 2.108
C -1.345 -2.420 2.584
C 1.093 -1.800 2.545
H 3.788 -1.309 3.639
H 3.171 -0.039 2.590
H 4.393 -1.171 1.996
H 3.693 -3.235 0.940
H 1.197 -5.150 -0.868
H 2.071 -5.975 0.420
H 2.917 -4.861 -0.653
H -0.429 -4.311 0.884
H -1.499 -2.857 3.572
H -2.064 -2.882 1.907
H -1.584 -1.360 2.659
H 0.869 -0.975 3.208
O 5.451 4.679 -1.998
C 4.744 5.085 -0.956
O 4.834 6.203 -0.512
C 3.832 4.080 -0.342
C 3.238 4.193 0.898
Cl 3.256 5.504 1.983
N 2.511 3.068 1.126
N 2.597 2.229 0.057
C 3.372 2.839 -0.822
C 3.632 2.144 -2.139
O 4.765 2.282 -2.637
O 2.698 1.430 -2.560
C 1.708 2.694 2.238
C 2.038 3.080 3.532
C 1.211 2.711 4.582
C 0.068 1.962 4.349
C -0.234 1.563 3.057
C 0.587 1.915 1.998
H 5.261 3.722 -2.249
H 2.933 3.650 3.725
H 1.469 3.016 5.586
H -0.578 1.683 5.170
H -1.117 0.969 2.862
H 0.362 1.597 0.994
C -1.689 -1.755 -5.975
C -0.300 -2.229 -5.784
N 0.474 -2.689 -6.713
N 1.633 -2.993 -6.065
C 1.605 -2.753 -4.744
S 2.816 -3.015 -3.625
N 0.335 -2.253 -4.566
N -0.163 -1.832 -3.341
H -1.966 -1.903 -7.015
H -1.773 -0.695 -5.732
H -2.391 -2.305 -5.348
H 2.429 -3.346 -6.567
H -1.138 -2.098 -3.273
H -0.082 -0.823 -3.248
S -5.392 1.622 -1.036
C -3.734 0.979 -1.012
C -3.487 -0.388 -1.066
C -2.176 -0.831 -1.018
N -1.124 -0.021 -0.930
C -1.367 1.285 -0.904
C -2.643 1.831 -0.940
C -5.766 1.412 0.690
C -5.449 2.396 1.616
C -5.748 2.176 2.951
N -6.331 1.073 3.406
C -6.644 0.143 2.512
C -6.388 0.261 1.154
H -4.302 -1.095 -1.132
H -1.959 -1.894 -1.021
H -0.502 1.938 -0.861
H -2.777 2.903 -0.909
H -4.976 3.318 1.306
H -5.504 2.931 3.689
H -7.126 -0.749 2.893
H -6.674 -0.527 0.472
*
```

Results
HOMO in Eh: -0.31523
Gap between HOMO and LUMO in eV: 8.1218
Calculated total energy in eV: -89593.3252
E_LUMO in eV: -0.46
Relative energy (zero: lowest compared OMol25 entry of this formula, charge and spin) in eV: 0.4148

Atomic partial charges in e from the Löwdin method, atoms 1 to 4:
1 Cs 1.1016
2 C -0.0387
3 C -0.2996
4 C -0.0796